# C43H56F3N4O3PSbSeZn

A molecular structure, C43H56F3N4O3PSbSeZn (ωB97M-V/def2-TZVPD, the Open Molecules 2025 dataset).

Computed properties:
Total charge   +1
Frontier orbital gap   8.40 eV
Electronic energy   -7178.80867 Ha
LUMO level   -2.3 eV
HOMO level   -0.392 Eh

XYZ file:
```
113
C43H56F3N4O3PSbSeZn | the Open Molecules 2025 dataset | ωB97M-V/def2-TZVPD
Zn 0.381 -0.055 1.987
Se 1.663 -1.773 3.168
C 0.693 -3.178 2.506
N -0.008 -4.019 2.124
O -0.509 -0.297 0.174
P -1.577 -0.423 -0.910
C -2.572 -1.891 -0.501
C -3.843 -2.108 -1.365
C -4.356 -3.550 -1.252
C -4.148 -4.077 0.165
C -2.645 -4.222 0.462
C -1.794 -3.201 -0.312
C -0.723 -0.338 -2.526
C 0.722 -0.870 -2.499
C 0.860 -2.362 -2.782
C 0.161 -2.730 -4.091
C -1.310 -2.308 -4.079
C -1.464 -0.813 -3.796
C -2.788 0.961 -0.793
C -3.726 1.259 -1.990
C -3.130 2.173 -3.066
C -2.585 3.465 -2.468
C -1.562 3.150 -1.385
C -2.160 2.275 -0.284
H -2.881 -1.580 0.508
H -3.653 -1.881 -2.413
H -4.627 -1.424 -1.033
H -3.820 -4.196 -1.957
H -5.407 -3.583 -1.541
H -4.653 -5.033 0.301
H -4.611 -3.380 0.873
H -2.310 -5.226 0.195
H -2.458 -4.119 1.533
H -1.536 -3.616 -1.282
H -0.856 -3.031 0.220
H -0.633 0.751 -2.580
H 1.190 -0.605 -1.554
H 1.263 -0.319 -3.275
H 0.442 -2.940 -1.956
H 1.921 -2.620 -2.831
H 0.249 -3.799 -4.289
H 0.668 -2.214 -4.914
H -1.850 -2.885 -3.328
H -1.781 -2.538 -5.037
H -2.516 -0.533 -3.779
H -1.021 -0.264 -4.634
H -3.416 0.568 0.017
H -4.598 1.773 -1.571
H -4.112 0.348 -2.439
H -3.903 2.391 -3.805
H -2.326 1.666 -3.605
H -3.409 4.042 -2.030
H -2.143 4.088 -3.249
H -1.178 4.073 -0.942
H -0.703 2.642 -1.835
H -2.965 2.843 0.202
H -1.416 2.070 0.476
F 5.838 -4.039 -0.943
C 5.158 -2.938 -0.593
C 5.863 -1.823 -0.190
C 5.153 -0.683 0.174
C 3.761 -0.675 0.133
C 3.084 -1.825 -0.275
C 3.778 -2.967 -0.646
Sb 2.625 1.046 0.619
C 2.677 1.962 -1.294
C 1.911 3.107 -1.523
C 1.893 3.720 -2.771
C 2.654 3.163 -3.780
F 2.641 3.742 -4.990
C 3.433 2.039 -3.589
C 3.438 1.436 -2.338
C 4.138 2.192 1.573
C 4.645 3.363 1.009
C 5.641 4.087 1.659
C 6.119 3.617 2.865
F 7.080 4.309 3.493
C 5.651 2.456 3.449
C 4.653 1.746 2.794
H 6.946 -1.853 -0.164
H 5.701 0.200 0.483
H 1.999 -1.854 -0.291
H 3.266 -3.872 -0.953
H 1.320 3.541 -0.723
H 1.311 4.613 -2.966
H 4.023 1.652 -4.411
H 4.040 0.549 -2.183
H 4.276 3.722 0.055
H 6.049 4.998 1.239
H 6.072 2.121 4.389
H 4.299 0.819 3.236
C 1.159 1.163 5.307
O 1.731 1.139 3.995
H 1.914 1.352 6.069
H 0.730 0.178 5.480
H 0.374 1.920 5.380
H 2.197 1.968 3.837
C -2.843 2.793 4.111
N -2.776 1.333 3.946
C -3.666 0.488 4.546
C -3.572 -0.848 4.431
C -2.497 -1.367 3.637
N -1.638 -0.535 3.049
C -1.737 0.795 3.231
O -0.847 1.532 2.734
N -2.348 -2.673 3.450
H -3.824 3.049 4.501
H -2.692 3.273 3.150
H -2.073 3.139 4.798
H -4.451 0.963 5.117
H -4.287 -1.500 4.912
H -2.953 -3.326 3.916
H -1.562 -3.044 2.919
```

Atom charges from the Mulliken analysis, given in e for atoms 1 to 5: 3.03, -0.21, 0.23, -0.68, -0.52